# 1
This record from OMol25 describes C11H23NNiO3 as an isolated structure. The level of theory is wB97M-V/def2-TZVPD.

Each line ends with the Mulliken charge.
CARTESIAN COORDINATES (ANGSTROEM)
H: -3.28156 0.83215 1.28695  0.50
H: -0.34039 1.07201 2.12958  0.33
O: 1.40632 2.98974 0.86395  -0.39
H: -1.51445 -2.32296 -1.97853  0.44
H: -2.30836 1.43303 -1.22452  0.36
C: 2.09245 -1.73228 0.55517  -0.88
H: 2.80964 -0.07618 -2.64063  0.35
O: -0.09329 4.01684 -0.51674  -0.35
C: -2.25419 0.52984 0.89651  -0.88
H: 1.27975 -2.44271 0.98797  0.17
H: -1.15830 -0.08926 -2.60517  0.34
H: 3.91067 -0.64387 -1.28452  0.41
H: -2.59103 1.71522 3.52378  0.37
H: 2.11318 -0.76430 1.18527  0.23
C: 1.84527 -1.42401 -1.02774  0.21
H: -2.13368 2.62551 0.14949  0.42
H: 2.07008 -2.42425 -1.55565  0.32
O: 0.12620 1.43441 -1.69588  -0.21
C: -1.74264 1.60341 -0.23012  -0.58
N: -0.24787 1.58543 -0.41950  0.83
C: 0.31682 2.94977 -0.04177  0.23
C: -0.08492 0.08211 -2.20692  -1.15
C: -1.99110 0.74219 3.58661  -1.21
H: 0.08031 -2.61448 -2.88358  0.42
C: -1.26343 0.40109 2.16378  -0.11
H: 0.59808 -0.03172 -3.12708  0.44
H: 3.09821 -2.27438 0.73329  0.41
C: 0.27763 -1.10361 -1.19556  1.36
H: -1.14180 0.91199 4.35045  0.36
C: 2.84008 -0.26370 -1.50680  -0.95
H: -0.85176 -0.70075 2.20434  0.26
Ni: -0.96974 -1.68792 0.92934  0.19
H: 2.07924 2.37326 0.46245  0.39
H: 2.72328 0.70929 -0.92138  0.01
H: -2.65482 -0.14168 3.87123  0.34
H: -0.17630 -1.00961 -0.14015  -0.46
H: -2.37588 -0.47408 0.31763  0.41
H: -0.10262 -3.32845 -1.15795  0.47
C: -0.38907 -2.45710 -1.83757  -1.40

Computed properties:
Maximum force = 0.1205 Eh/bohr
Charge = +2
HOMO level (alpha / beta) = -17.88 / -17.24 eV
Multiplicity = 3

# 2
This record from OMol25 describes a 2-piece molecular cluster, C11H23NO4 overall. The level of theory is wB97M-V/def2-TZVPD.

Each line ends with the Mulliken charge.
CARTESIAN COORDINATES (ANGSTROEM)
O: 2.85429 1.91418 0.05680  -0.48
H: -4.58920 0.13658 -0.60802  0.44
C: -0.08305 -0.38954 -0.69787  0.14
H: 1.79050 -0.21883 -2.01593  0.35
H: 4.79591 4.07452 1.39948  0.32
H: 0.11056 -3.09361 -1.50528  0.43
H: -1.48327 -2.42221 0.72014  -0.06
H: 2.11560 1.70238 1.95581  0.27
C: 2.79916 2.35361 1.40893  -0.26
H: 4.59782 1.31977 1.98533  0.29
H: -0.18867 0.42598 0.05226  -0.06
H: -1.87053 0.30727 -3.46646  0.40
H: -1.49372 -3.91480 1.33151  0.39
C: -1.34070 -3.48956 0.32221  -0.58
C: 0.02075 -2.92362 -0.40997  0.27
O: 0.03710 0.80042 -2.79445  -0.42
H: -1.90967 -1.53229 -1.57271  0.52
O: 5.06078 3.15883 1.25325  -0.53
H: -3.66953 -1.39155 -0.35421  0.21
C: 0.86343 0.32440 -1.73565  -0.23
H: 1.26276 1.21766 -1.20000  0.04
C: -1.49489 -0.53852 -1.35072  0.21
H: 2.39950 3.37541 1.41220  0.25
O: 0.16245 -3.99211 0.47372  -0.40
C: -3.73066 -0.00700 1.35470  -1.05
N: -2.53237 0.38699 -0.85423  -0.40
H: -3.25496 -0.84673 1.89268  0.23
C: 0.52318 -1.53025 0.15765  -1.01
H: -3.26093 0.95817 1.60982  0.28
H: -2.12327 1.08483 -0.24288  0.29
H: 1.62418 -1.60743 0.05605  0.41
H: -0.72555 -1.04017 -3.25549  0.32
C: -1.07910 -0.07399 -2.80635  -1.04
C: 4.18634 2.32833 2.01941  -0.54
C: -3.65662 -0.30241 -0.19497  -0.42
H: 4.17135 2.67404 3.05726  0.33
H: 0.22761 -1.53170 1.21574  0.39
H: 3.68379 2.26161 -0.30148  0.31
H: -4.80039 0.04132 1.63170  0.36

Computed properties:
Relative energy (zero: lowest compared OMol25 entry of this formula, charge and spin) = 5.7829 eV
Maximum force = 0.0645 Eh/bohr
SMILES string = CCN[C@H]1COC[C@@H]1C[C@@H]1CO1.OCCO
HOMO level = -8.42 eV

# 3
This record from OMol25 describes C11H23O3P2Zn as an isolated structure. The level of theory is wB97M-V/def2-TZVPD.

Each line ends with the Mulliken charge.
CARTESIAN COORDINATES (ANGSTROEM)
O: 0.87953 0.24465 1.75619  -0.16
C: -3.84508 0.70024 0.63280  -1.18
C: 2.31966 -0.52872 3.51431  -1.30
C: 1.49584 2.58686 -2.75601  -1.15
H: -3.81215 -0.23085 0.05662  0.19
H: -0.21059 -4.25341 0.84846  0.33
H: 2.18736 -1.42907 1.57693  0.32
P: -0.13268 -0.11984 0.53699  1.63
C: -1.49791 -2.59020 0.36888  -0.38
H: 2.95390 0.17211 1.57583  0.19
Zn: 0.56773 0.64466 -1.80165  -0.94
H: 0.98189 3.94881 -1.03949  0.43
C: -0.64192 -3.76775 -0.03126  -1.46
H: -1.68334 -1.35306 -2.63553  0.02
C: 2.47775 1.52286 -2.85215  -0.87
C: 3.10241 1.39367 -1.57109  -0.80
H: -2.63072 1.85982 1.97810  0.35
C: 2.15087 -0.42492 2.02477  -0.15
P: -1.33202 0.02549 -2.81532  -0.12
H: -1.25906 -4.51374 -0.53697  0.47
O: -0.66432 -1.56020 1.02342  -0.22
H: 1.56817 -1.17525 3.97927  0.30
O: -1.39582 0.89586 0.67793  -0.36
H: 3.95306 0.75197 -1.33986  0.55
H: -3.97233 1.54896 -0.05255  0.26
H: 2.24667 0.45923 3.98347  0.29
H: -2.23199 -2.88647 1.12588  0.35
H: -2.52397 0.09882 2.27182  0.25
C: 1.53250 3.08117 -1.41027  -0.48
H: -2.03520 -2.15011 -0.48408  0.10
H: 2.80829 1.05457 -3.78277  0.82
C: -2.61589 0.87833 1.49600  -0.26
H: 2.84343 2.55417 0.32809  0.50
H: -1.32031 0.17282 -4.23519  0.03
C: 2.51816 2.35486 -0.69087  -0.44
H: -4.71206 0.67710 1.30301  0.46
H: 0.15552 -3.46349 -0.71520  0.25
H: 0.99099 3.05483 -3.60262  0.70
H: 3.30320 -0.95953 3.71847  0.41
H: -2.51956 0.72475 -2.42434  0.07

Computed properties:
Relative energy (zero: lowest compared OMol25 entry of this formula, charge and spin) = 0.0000 eV
Maximum force = 0.0365 Eh/bohr
Charge = -1
HOMO level (alpha / beta) = 0.03 / 0.20 eV

maximum force of number 1 (C11H23NNiO3)? 0.1205 Eh/bohr

Which value of maximum force does entry 2 give? 0.0645 Eh/bohr

maximum force of number 1 (C11H23NNiO3)? 0.1205 Eh/bohr

Number 3 is which compound? C11H23O3P2Zn